10
Properties=species:S:1:pos:R:3:forces:R:3 method="wB97M-V/def2-TZVPD" energy_ev=-9205.384 total_charge=0 multiplicity=1 orbital_gap_ev="10.6 / 4.9" e_above_lowest_kj_mol=949.29 largest_force_ev_per_a=2.8 lumo_ev="0.77 / -0.79"
C -0.55726 -1.13510 0.98154 -0.578 0.697 2.647
C -0.38712 -1.26468 -0.40486 1.345 -0.681 -1.880
N 1.04618 1.52533 0.37281 -0.494 0.784 -0.830
N -0.32302 1.86227 0.17589 1.482 -1.390 -1.303
O -0.75477 -0.85825 2.11757 0.495 -0.166 -1.293
O 0.44514 1.37914 -0.96061 -1.292 0.468 1.192
H -1.02525 -0.55079 -0.91824 -0.194 -0.010 -0.137
H -0.61899 -2.29697 -0.71413 -0.076 0.150 -0.244
H 0.66571 -1.07888 -0.81869 -1.185 0.120 1.006
H 1.50939 2.41793 0.16872 0.498 0.028 0.840

---

9
Properties=species:S:1:pos:R:3:forces:R:3 method="wB97M-V/def2-TZVPD" energy_ev=-83513.930 total_charge=0 multiplicity=1 orbital_gap_ev="8.5 / 5.8" e_above_lowest_kj_mol=349.81 largest_force_ev_per_a=3.6 lumo_ev="-0.02 / -1.01"
C 0.04962 -0.17556 -0.06568 -0.998 -2.596 2.002
C -0.96578 0.53264 -0.81727 -0.939 -0.979 -1.702
O -3.98841 -1.58122 0.67546 1.263 -2.633 1.880
P -4.56801 -0.51798 -0.08894 -1.700 2.039 -1.881
Br -2.55960 1.17057 -0.18406 -0.406 1.310 1.290
H -0.03093 -0.01712 1.03422 -0.093 -0.278 -0.760
H 0.92818 0.24636 -0.34045 3.134 1.534 -0.769
H 0.29233 -1.29858 -0.28222 -1.234 1.698 0.264
H -1.25992 0.24330 -1.81746 0.973 -0.096 -0.323

---

15
Properties=species:S:1:pos:R:3:forces:R:3 method="wB97M-V/def2-TZVPD" energy_ev=-14900.625 total_charge=0 multiplicity=1 orbital_gap_ev=9.9 e_above_lowest_kj_mol=354.55 largest_force_ev_per_a=6.1 lumo_ev=0.14
C -1.24449 -1.14357 0.42397 4.333 0.963 0.589
C -0.43437 -0.10522 0.79716 -2.920 -0.973 0.827
C -0.61258 1.04191 -0.12633 0.406 3.266 -1.168
C -0.01344 2.44862 0.18799 1.009 0.202 0.636
N -0.14082 3.59725 0.70132 -0.332 -2.052 -0.093
C 1.25478 3.23747 0.12136 -1.695 1.613 -1.303
H -1.09693 -1.99414 0.99273 -0.479 -1.830 1.401
H -1.42174 -1.36298 -0.59283 -0.602 0.314 -1.089
H -0.18234 -0.04863 1.89153 0.277 0.255 -1.418
H -0.16639 0.86916 -1.12748 -0.266 -0.386 0.511
H -1.70814 1.15200 -0.28954 0.686 0.244 0.091
H 2.05380 3.16074 0.81828 0.418 -0.301 0.614
H 1.41575 4.00512 -0.68431 0.274 -1.467 0.358
I -4.38463 -0.95768 -0.11664 -5.712 0.789 -1.995
H -3.05540 -1.14652 0.38330 4.604 -0.638 2.041

---

10
Properties=species:S:1:pos:R:3:forces:R:3 method="wB97M-V/def2-TZVPD" energy_ev=-7743.207 total_charge=-1 multiplicity=1 orbital_gap_ev=7.3 e_above_lowest_kj_mol=322.23 largest_force_ev_per_a=4.6 lumo_ev=4.53
C -0.22300 -0.12068 0.31468 -2.287 -3.779 1.388
C 0.20638 -1.45834 0.20916 -1.443 1.811 0.421
C -1.28559 -1.03706 -0.22551 2.274 0.815 -0.712
C 0.38201 1.19568 0.31642 1.015 0.835 0.121
N 1.18508 0.34386 -0.57379 3.408 1.463 -1.370
O 2.34246 0.10518 -0.06808 -0.844 0.142 -0.395
H -2.02066 -1.51468 0.34109 -1.279 -0.120 1.511
H -1.55661 -1.09596 -1.26545 0.200 0.103 -0.711
H -0.02121 2.06303 -0.24899 -0.404 -0.842 0.457
H 0.99113 1.51897 1.20046 -0.641 -0.429 -0.710

---

31
Properties=species:S:1:pos:R:3:forces:R:3 method="wB97M-V/def2-TZVPD" energy_ev=-27046.754 total_charge=0 multiplicity=1 orbital_gap_ev=9.3 e_above_lowest_kj_mol=0.00 largest_force_ev_per_a=0.3 lumo_ev=0.50
C -3.12247 0.14811 0.97531 -0.012 -0.020 0.044
C -1.93009 -0.59425 0.37149 -0.013 -0.130 -0.069
C -1.43117 -1.72744 1.26421 0.051 0.053 0.073
C -0.23426 -2.53836 0.72552 0.040 0.008 0.009
C 0.79856 -1.77330 -0.11121 0.077 0.078 0.160
C 1.68674 -0.84658 0.74253 -0.083 -0.264 -0.048
P 2.63625 0.38498 -0.25678 -0.050 0.037 0.032
C 1.53841 1.90258 -0.16569 0.048 0.040 -0.146
I 2.28190 3.37671 1.21392 -0.018 -0.008 0.018
C 1.33573 2.54706 -1.53993 -0.011 -0.121 -0.008
C 0.46570 1.67127 -2.44147 0.089 0.034 -0.005
H -3.72743 0.63229 0.20689 0.052 0.035 0.039
H -2.79589 0.91919 1.67694 -0.010 -0.060 0.005
H -3.77321 -0.53573 1.52691 -0.005 0.010 -0.081
H -2.19416 -0.99438 -0.61387 -0.005 -0.024 0.056
H -1.11789 0.11129 0.19859 0.050 0.107 -0.080
H -1.19560 -1.32087 2.25450 0.030 0.057 -0.073
H -2.27019 -2.41205 1.42330 0.077 -0.027 0.080
H 0.30211 -2.97174 1.57689 -0.093 -0.084 -0.025
H -0.60654 -3.38987 0.14826 -0.005 0.120 -0.092
H 0.31536 -1.20828 -0.91428 -0.066 -0.010 0.066
H 1.44045 -2.50228 -0.61304 0.018 0.072 -0.017
H 2.45284 -1.44805 1.24344 -0.108 -0.031 0.031
H 1.10625 -0.37278 1.54046 0.023 0.121 -0.082
H 3.53078 0.74453 0.76760 0.065 0.007 -0.004
H 0.57973 1.61587 0.26100 -0.078 -0.002 0.008
H 2.31416 2.70064 -2.00461 -0.040 0.041 0.033
H 0.87597 3.53068 -1.42633 0.002 -0.032 0.006
H -0.54762 1.58088 -2.04424 0.013 -0.017 0.018
H 0.88646 0.66740 -2.54434 -0.015 0.029 0.011
H 0.39913 2.10248 -3.44196 -0.022 -0.016 0.040

---

34
Properties=species:S:1:pos:R:3:forces:R:3 method="wB97M-V/def2-TZVPD" energy_ev=-41911.760 total_charge=+1 multiplicity=1 orbital_gap_ev=7.2 e_above_lowest_kj_mol=62.30 largest_force_ev_per_a=1.1 lumo_ev=-5.34
Ir -0.36925 -0.37325 -0.64091 -0.414 1.050 -0.004
N 1.55764 -0.15495 0.11988 -0.267 -0.040 0.537
C 2.10540 1.22920 0.00063 0.016 -0.035 -0.163
C 1.08879 2.22361 -0.56973 0.025 -0.023 0.172
O 1.33890 3.40075 -0.55274 -0.011 -0.021 -0.014
O 0.01061 1.68438 -1.07344 0.144 -0.248 -0.322
H 1.56269 -0.51143 1.07389 0.162 0.116 0.017
H 2.14714 -0.81796 -0.38450 -0.113 -0.095 -0.015
H 2.93589 1.21141 -0.70437 0.063 -0.007 0.074
H 2.48731 1.56988 0.95867 -0.079 0.055 0.011
C -3.71081 -0.24624 0.79617 0.304 0.034 0.313
P -2.41804 0.47329 -0.22835 0.491 -0.620 -0.670
C -2.80409 2.21056 -0.46521 0.081 -0.018 0.258
C -2.36690 -0.42622 -1.77691 -0.113 -0.223 0.010
C -1.59661 0.08681 -2.84876 -0.074 0.022 0.170
C -1.41015 -0.68188 -4.00170 0.027 -0.058 -0.014
C -1.99033 -1.92545 -4.09862 0.016 0.014 0.003
C -2.76548 -2.45019 -3.04750 0.010 0.018 0.000
C -2.93910 -1.72604 -1.90353 -0.078 0.043 -0.049
H -3.45954 -1.25462 1.11753 -0.009 -0.020 -0.057
H -4.62564 -0.25124 0.20281 -0.042 0.012 0.031
H -3.86071 0.37172 1.68127 -0.001 0.004 -0.009
H -3.68455 2.25138 -1.10820 -0.011 0.044 0.014
H -1.95687 2.72575 -0.90740 0.023 -0.003 -0.091
H -3.03893 2.66296 0.49879 0.014 -0.007 -0.002
H -1.19991 1.09326 -2.80574 -0.039 0.007 0.008
H -0.82121 -0.28327 -4.81578 -0.005 0.003 -0.001
H -1.85336 -2.51140 -4.99820 -0.003 0.000 -0.001
H -3.21605 -3.42819 -3.14438 0.006 -0.003 -0.005
H -3.51814 -2.14493 -1.09154 -0.021 0.014 0.016
Cl 0.97383 -3.08771 0.47630 0.032 -0.001 0.011
C -0.60337 -2.29558 0.08107 -0.247 0.028 -0.269
H -1.17496 -2.30721 1.01021 0.075 -0.048 0.043
H -1.08449 -2.98427 -0.61363 0.034 0.007 -0.003

---

66
Properties=species:S:1:pos:R:3:forces:R:3 method="wB97M-V/def2-TZVPD" energy_ev=-74283.391 total_charge=+1 multiplicity=2 orbital_gap_ev="7.1 / 5.0" e_above_lowest_kj_mol=399.71 largest_force_ev_per_a=2.3 lumo_ev="-2.67 / -4.73"
Ir -0.54853 0.01957 -0.86855 1.152 -1.172 0.584
C -3.27889 3.01850 0.49755 0.068 0.122 -0.044
C -2.26446 1.91890 0.62113 0.310 0.615 -1.209
O -1.51881 1.73851 -0.42739 -1.404 0.417 -0.919
C -2.15343 1.22547 1.77461 -0.251 -0.501 0.815
C -1.19860 0.22365 2.01396 0.396 -0.144 0.588
C -1.13162 -0.37772 3.38904 0.059 0.055 -0.010
N -0.34695 -0.17570 1.10896 0.170 0.053 0.539
N 0.57460 -1.16492 1.50245 -1.401 0.913 1.335
C 1.28689 -1.54993 0.55019 1.360 -0.253 -1.818
O 1.19740 -1.02829 -0.68168 0.184 -1.651 -0.157
C 2.27072 -2.66207 0.76240 -0.024 0.290 -0.160
C 2.22953 -3.45336 1.90985 0.016 0.018 0.089
C 3.08291 -4.54080 2.04070 -0.013 0.064 -0.005
C 3.99255 -4.84886 1.03025 -0.003 0.003 0.016
C 4.05625 -4.04792 -0.10439 -0.124 0.110 0.006
C 3.19341 -2.95884 -0.23744 0.191 -0.117 -0.019
H -3.02649 3.66994 -0.33751 -0.001 -0.038 0.043
H -3.33476 3.60320 1.41523 -0.058 -0.021 -0.025
H -4.26156 2.57826 0.30779 0.048 0.024 -0.008
H -2.81768 1.48414 2.58642 0.029 -0.034 0.013
H -2.04268 -0.15470 3.93904 0.026 0.026 0.010
H -0.27752 0.03223 3.93119 -0.024 -0.004 0.015
H -0.97390 -1.45167 3.32972 -0.044 -0.025 0.033
H 1.52555 -3.20205 2.69398 0.013 -0.035 -0.044
H 3.04693 -5.14680 2.93928 0.007 0.042 -0.039
H 4.66044 -5.69762 1.13672 -0.039 0.094 0.005
H 4.78598 -4.26009 -0.87783 -0.071 0.021 0.036
H 3.24030 -2.32207 -1.11266 -0.021 -0.085 0.029
C -1.59862 0.71283 -4.53796 -0.010 0.082 0.159
C -0.93103 -0.62881 -4.25873 -0.193 0.072 0.110
C -1.98450 -1.71579 -4.11391 0.046 -0.155 0.168
C 0.08847 -0.98274 -5.32947 0.169 -0.022 -0.071
N -0.23532 -0.56710 -2.92718 -0.227 0.591 0.111
N 0.60788 0.54147 -2.67051 0.625 1.198 0.084
H -2.32246 0.59293 -5.34374 0.051 -0.003 0.015
H -0.88670 1.47870 -4.86126 -0.050 -0.038 0.018
H -2.13994 1.06644 -3.65381 0.025 -0.023 -0.074
H -2.52692 -1.82523 -5.05304 0.030 -0.028 0.020
H -2.69818 -1.47137 -3.32569 0.002 0.012 -0.100
H -1.52746 -2.68223 -3.86840 -0.047 0.089 -0.040
H -0.40700 -1.05385 -6.29976 0.052 0.011 0.061
H 0.55676 -1.95052 -5.11987 -0.046 0.077 -0.039
H 0.87330 -0.22290 -5.41105 -0.077 -0.065 -0.004
H 0.29886 -1.41355 -2.74744 0.122 -0.035 -0.204
H 0.25030 1.36927 -3.13122 -0.077 0.020 -0.087
H 1.59470 0.42828 -2.88430 0.039 -0.275 0.078
C -3.71793 -2.30761 1.10650 -0.191 0.134 0.282
S -3.07004 -2.14007 -0.51112 0.512 -0.290 -0.148
O -4.13715 -2.08440 -1.46114 -0.042 0.099 0.036
O -2.17754 -3.31159 -0.67950 -0.343 0.242 -0.078
O -2.30797 -0.85695 -0.43601 -0.864 -0.237 0.266
H -4.39281 -3.16513 1.11113 0.087 0.104 0.028
H -4.25352 -1.38640 1.34990 0.051 -0.172 -0.003
H -2.87521 -2.45843 1.78472 -0.143 0.024 -0.050
S 0.09753 -3.66085 -1.04506 -0.261 -0.755 0.126
C -0.10771 -5.18153 -0.28281 -0.220 0.561 -0.348
N 0.92655 -5.95384 -0.07210 0.254 -0.380 0.164
C 0.71925 -7.18836 0.69726 -0.051 0.194 -0.048
C -0.79737 -7.39047 0.79301 0.049 -0.023 -0.073
S -1.59600 -5.83068 0.30504 0.007 0.314 -0.088
H 1.86380 -5.60227 -0.24243 0.019 -0.039 -0.009
H 1.17719 -7.07842 1.67891 0.027 0.069 0.051
H 1.19740 -8.01644 0.18293 0.047 -0.059 -0.025
H -1.11345 -7.62893 1.80455 0.025 -0.044 0.002
H -1.15304 -8.16471 0.11812 0.052 -0.039 0.009

---

16
Properties=species:S:1:pos:R:3:forces:R:3 method="wB97M-V/def2-TZVPD" energy_ev=-10235.604 total_charge=0 multiplicity=1 orbital_gap_ev=9.8 e_above_lowest_kj_mol=254.50 largest_force_ev_per_a=3.9 lumo_ev=0.56
H -0.88754 -2.31346 0.53278 -0.532 0.519 0.686
N -1.41673 -1.90604 -0.23965 1.410 -0.392 -1.442
C -1.01237 -0.75533 -0.61201 -2.888 1.215 2.379
C -0.69481 0.42016 0.42046 0.754 -1.338 -0.636
C -0.57586 1.80149 -0.13959 0.062 -0.146 -0.125
N -0.53894 0.21439 1.65833 -0.348 0.131 0.142
H -0.72256 -0.75682 1.92949 0.177 0.029 -0.264
H -1.45620 -0.35071 -1.51877 0.269 -0.079 -0.375
H -0.34338 2.51060 0.65135 -0.109 -0.025 0.006
H -1.51050 2.07184 -0.63269 -0.032 0.095 0.010
H 0.20754 1.84416 -0.89664 0.024 -0.039 -0.096
N 1.19341 -0.93127 -1.25155 0.755 1.142 0.167
C 1.77473 -0.43823 -0.28773 0.527 -1.483 -0.954
N 2.46247 0.07049 0.55802 0.172 0.671 -0.066
H 1.34370 -1.84492 -1.64710 -0.016 -0.114 0.381
H 2.17705 0.36366 1.47532 -0.227 -0.187 0.188